Molecular formula: C4H6O
Method: DFT, ωB97M-V/def2-TZVPD

Structure (ORCA input):
```
! RIJCOSX wB97M-V def2-TZVPD def2/J DEFGRID3
* xyz 0 1
C -1.250 -0.641 -0.327
C 0.103 -0.069 0.115
C 0.582 -0.734 1.165
C 0.656 1.104 -0.674
O -1.761 -1.416 0.390
H -1.809 -0.448 -1.364
H 1.543 -0.486 1.715
H -0.100 -1.403 1.608
H 1.134 0.678 -1.514
H 1.074 1.818 -0.003
H -0.173 1.597 -1.112
*
```

Properties
- max |F| (eV/Å) = 3.2
- gap between HOMO and LUMO (Eh) = 0.379
- electronic energy (Ha) = -231.18701
- energy relative to the best compared isomer or geometry (same formula, charge and spin) (kcal per mole) = 23.0
- highest occupied orbital energy (eV) = -9.8
- LUMO level (hartree) = 0.0206


Molecular formula: C19H29N3O5S
Method: DFT, ωB97M-V/def2-TZVPD

Structure (ORCA input):
```
! RIJCOSX wB97M-V def2-TZVPD def2/J DEFGRID3
* xyz 0 1
C -4.985 1.252 1.225
C -4.164 0.015 0.912
H -4.231 -0.725 1.719
H -4.500 -0.465 -0.014
O -2.802 0.410 0.759
C -1.939 -0.558 0.431
O -2.288 -1.717 0.277
C -0.568 -0.097 0.270
C 0.421 -0.979 -0.130
N 0.250 -2.307 -0.392
C 1.286 -3.105 -0.757
O 2.415 -2.672 -0.883
C 0.881 -4.547 -1.016
N -0.294 -4.898 -0.255
C -1.227 -5.792 -0.910
C -0.667 -7.107 -1.465
H 0.103 -6.918 -2.209
H -1.470 -7.665 -1.940
H -0.239 -7.724 -0.680
H -2.021 -6.009 -0.192
H -1.677 -5.234 -1.741
C -0.063 -5.090 1.163
C 0.620 -6.393 1.593
H 0.877 -6.333 2.647
H -0.038 -7.247 1.454
H 1.535 -6.557 1.029
H 0.549 -4.249 1.500
H -1.034 -5.014 1.662
H 1.757 -5.185 -0.830
H 0.647 -4.613 -2.083
H -0.690 -2.690 -0.258
S 1.969 -0.244 -0.289
C 1.287 1.288 0.190
C -0.041 1.221 0.462
C -0.800 2.431 0.913
H -1.504 2.165 1.701
C 0.187 3.486 1.420
N 1.257 3.678 0.468
C 1.279 4.670 -0.454
O 2.100 4.756 -1.336
O 0.292 5.575 -0.249
C 0.318 6.720 -1.098
C 1.313 7.763 -0.608
H 1.259 8.644 -1.241
H 2.320 7.357 -0.653
H 1.089 8.045 0.418
H -0.703 7.107 -1.076
H 0.576 6.404 -2.114
C 2.116 2.527 0.286
H 2.701 2.683 -0.625
H 2.815 2.454 1.131
H -0.313 4.438 1.589
H 0.639 3.145 2.358
H -1.376 2.834 0.075
H -4.889 1.976 0.421
H -4.639 1.709 2.148
H -6.030 0.977 1.334
*
```

Properties
- max |F| (eV/Å) = 0.8
- gap between HOMO and LUMO (Eh) = 0.318
- electronic energy (Ha) = -1680.12169
- energy relative to the best compared isomer or geometry (same formula, charge and spin) (kcal per mole) = 0.0
- highest occupied orbital energy (eV) = -8.0
- LUMO level (hartree) = 0.0257


Molecular formula: C36H55AsBrClN5O9SZr
Method: DFT, ωB97M-V/def2-TZVPD

Structure (ORCA input):
```
! RIJCOSX wB97M-V def2-TZVPD def2/J DEFGRID3
* xyz 1 1
Zr 11.980 14.943 9.946
O 13.208 13.104 10.211
C 14.588 13.369 10.727
C 14.250 14.068 12.101
N 13.723 15.442 11.693
C 14.791 16.246 11.091
C 14.439 16.744 9.671
O 15.108 17.592 9.126
O 13.427 16.077 9.116
C 12.964 16.011 12.778
C 11.458 15.595 12.818
O 10.718 15.953 13.612
O 11.231 14.820 11.779
H 13.402 12.517 9.402
H 15.234 14.038 10.104
H 15.065 12.425 10.783
H 15.075 14.207 12.785
H 13.430 13.474 12.492
H 15.760 15.760 10.975
H 15.033 17.150 11.642
H 12.922 17.070 12.637
H 13.502 15.819 13.696
Br 14.929 9.997 9.220
C 14.402 10.851 7.589
C 14.791 10.300 6.373
C 14.229 10.829 5.228
C 13.382 11.912 5.411
C 13.062 12.418 6.705
N 13.638 11.919 7.766
C 11.965 13.458 6.952
O 11.358 13.919 5.993
O 11.844 13.782 8.180
H 15.409 9.429 6.470
H 14.378 10.539 4.197
H 12.796 12.467 4.631
C 8.720 15.300 7.112
S 8.950 14.270 8.531
C 7.333 14.475 9.280
O 9.814 15.185 9.460
H 7.768 14.849 6.578
H 9.563 15.119 6.416
H 8.509 16.346 7.256
H 6.644 13.776 8.713
H 7.111 15.543 9.248
H 7.378 14.078 10.251
C 12.235 23.191 11.499
C 11.538 21.885 11.208
C 10.069 22.131 11.594
C 12.095 20.771 12.141
C 11.592 21.548 9.660
O 11.347 22.719 8.901
C 13.028 20.991 9.279
C 14.202 21.975 9.223
C 15.180 21.427 8.205
C 14.854 21.613 6.862
C 15.633 21.142 5.862
C 16.795 20.370 6.165
Cl 17.946 19.965 4.925
C 17.140 20.147 7.462
C 16.317 20.702 8.508
C 10.579 20.489 9.193
N 10.655 19.156 9.807
C 11.575 18.221 9.552
N 11.249 17.123 10.218
C 10.082 17.490 10.852
N 9.683 18.743 10.680
H 12.409 23.306 12.586
H 11.617 24.045 11.241
H 13.249 23.452 11.056
H 10.135 22.254 12.665
H 9.363 21.367 11.289
H 9.576 23.056 11.161
H 12.032 21.142 13.140
H 13.159 20.632 11.920
H 11.669 19.757 12.051
H 10.706 23.229 9.409
H 12.868 20.646 8.241
H 13.250 20.148 9.863
H 14.591 22.137 10.215
H 13.822 22.952 8.878
H 13.956 22.249 6.660
H 15.453 21.471 4.867
H 17.921 19.425 7.637
H 16.623 20.567 9.520
H 10.726 20.373 8.142
H 9.477 20.748 9.226
H 12.436 18.402 8.931
H 9.491 16.798 11.421
C 6.185 10.486 9.981
C 7.046 9.941 11.155
As 9.006 9.809 10.602
C 9.548 8.546 11.975
C 9.880 8.997 13.356
C 9.692 11.579 11.289
C 8.774 12.319 12.312
H 5.243 10.902 10.345
H 6.086 9.745 9.231
H 6.695 11.316 9.446
H 6.599 8.942 11.400
H 7.047 10.672 11.919
H 10.408 7.975 11.601
H 8.724 7.849 12.095
H 10.127 8.191 14.040
H 9.062 9.545 13.790
H 10.729 9.700 13.367
H 9.890 12.190 10.409
H 10.652 11.336 11.698
H 7.850 12.564 11.761
H 9.255 13.258 12.699
H 8.420 11.708 13.144
*
```

Properties
- max |F| (eV/Å) = 6.1
- gap between HOMO and LUMO (Eh) = 0.289
- electronic energy (Ha) = -8070.89570
- highest occupied orbital energy (eV) = -10.3
- LUMO level (hartree) = -0.0907


Molecular formula: C10H14BNO2Si
Method: DFT, ωB97M-V/def2-TZVPD

Structure (ORCA input):
```
! RIJCOSX wB97M-V def2-TZVPD def2/J DEFGRID3
* xyz 0 1
B 4.927 -0.236 -0.274
C 2.595 -1.245 -0.285
C 1.217 -1.123 -0.114
C 0.633 2.353 0.650
C 2.856 1.185 0.184
C -0.625 1.841 0.632
C 3.411 -0.110 -0.127
C 1.515 1.247 0.295
C 0.738 0.106 0.163
C -2.018 -1.534 -1.221
C -3.654 0.649 0.277
N -0.669 0.515 0.345
O 5.513 -1.404 -0.592
O 5.692 0.909 0.187
Si -2.076 -0.532 0.351
H 3.144 -2.140 -0.326
H 0.442 -1.906 -0.214
H 0.890 3.412 0.610
H 3.405 2.033 0.524
H -1.608 2.262 0.909
H -1.809 -1.107 -2.170
H -1.113 -2.191 -1.051
H -2.867 -2.068 -1.284
H -4.135 0.679 1.175
H -3.311 1.578 -0.042
H -4.304 0.196 -0.414
H 6.469 -1.515 -0.420
H 6.560 0.708 0.658
H -2.283 -1.209 1.759
*
```

Properties
- max |F| (eV/Å) = 4.4
- gap between HOMO and LUMO (Eh) = 0.301
- electronic energy (Ha) = -909.13656
- energy relative to the best compared isomer or geometry (same formula, charge and spin) (kcal per mole) = 0.0
- highest occupied orbital energy (eV) = -7.8
- LUMO level (hartree) = 0.0142


Molecular formula: C15H27N5O6V
Method: DFT, ωB97M-V/def2-TZVPD

Structure (ORCA input):
```
! RIJCOSX wB97M-V def2-TZVPD def2/J DEFGRID3
* xyz 1 3
O 0.132 -1.195 -3.567
H -0.316 -1.254 -4.430
V -0.160 0.054 -0.306
N 1.439 -1.044 -0.722
N -0.772 -1.733 0.330
N 0.656 1.842 -0.234
N -1.351 0.957 0.993
O 2.668 -0.695 -0.710
O 1.851 2.214 -0.821
O -2.326 0.354 1.744
O -1.780 -2.031 1.113
C -0.095 -2.764 -0.277
C 1.108 -2.380 -0.904
C 0.045 2.760 0.548
C -1.064 2.249 1.283
C 2.012 -3.233 -1.707
H 1.942 -2.939 -2.762
H 1.731 -4.284 -1.612
H 3.047 -3.098 -1.375
C -0.670 -4.129 -0.217
H -1.636 -4.154 -0.738
H -0.821 -4.439 0.824
H 0.005 -4.843 -0.696
C 0.578 4.136 0.697
C -1.772 3.014 2.340
H 1.240 4.377 -0.142
H 1.141 4.245 1.638
H -0.257 4.849 0.712
H -2.421 2.359 2.927
H -2.382 3.803 1.879
H -1.053 3.499 3.013
H 1.882 1.629 -1.657
H -2.199 -0.668 1.519
C -1.215 -0.003 -1.856
H -0.600 -0.846 -2.890
H -1.252 0.966 -2.381
H -2.244 -0.379 -1.722
O 1.619 0.879 -3.043
H 1.053 0.084 -3.333
H 1.446 1.592 -3.680
N 1.380 -0.262 1.810
C 0.979 0.243 3.038
C 1.507 1.457 3.501
C 0.969 2.034 4.654
C -0.083 1.407 5.332
C -0.599 0.195 4.859
C -0.066 -0.396 3.716
H 2.231 0.095 1.376
H 1.361 -1.278 1.730
H 2.323 1.931 2.952
H 1.383 2.973 5.026
H -0.496 1.859 6.241
H -1.425 -0.301 5.377
H -0.451 -1.348 3.345
*
```

Properties
- max |F| (eV/Å) = 3.9
- gap between HOMO and LUMO (alpha / beta) (Eh) = 0.248 / 0.234
- electronic energy (Ha) = -2256.52580
- highest occupied orbital energy (alpha / beta) (eV) = -11.4 / -11.4
- LUMO level (alpha / beta) (hartree) = -0.1701 / -0.1855


Molecular formula: C25H30N3O
Method: DFT, ωB97M-V/def2-TZVPD

Structure (ORCA input):
```
! RIJCOSX wB97M-V def2-TZVPD def2/J DEFGRID3
* xyz 1 1
C 4.811 -0.077 -0.745
N 3.452 -0.380 -0.356
C 2.388 0.472 -0.410
C 1.207 -0.205 -0.157
C -0.116 0.407 -0.600
C -1.143 -0.720 -0.657
C -1.004 -1.946 -1.325
N -2.202 -2.625 -1.340
C -2.405 -3.934 -1.950
C -3.150 -1.911 -0.623
C -2.486 -0.760 -0.068
C -3.217 -0.088 0.911
C -4.594 -0.350 1.079
C -5.229 -1.431 0.441
C -4.473 -2.270 -0.396
C 1.602 -1.574 0.261
C 3.017 -1.643 0.046
C 3.775 -2.795 0.087
C 3.137 -3.983 0.448
C 1.755 -3.951 0.714
C 0.998 -2.763 0.685
H 5.439 -0.904 -0.416
H 4.920 0.034 -1.830
H 5.140 0.853 -0.273
H 2.541 1.511 -0.690
H -0.001 0.967 -1.559
H -0.159 -2.401 -1.850
H -3.441 -4.246 -1.813
H -2.185 -3.914 -3.024
H -1.763 -4.697 -1.487
H -2.723 0.653 1.535
H -5.185 0.304 1.730
H -6.288 -1.639 0.617
H -4.903 -3.171 -0.858
H 4.836 -2.755 -0.167
H 3.702 -4.907 0.529
H 1.244 -4.886 0.946
H -0.055 -2.729 1.005
C 2.501 2.632 2.953
O 1.895 2.175 1.724
C 1.326 3.256 0.997
C 0.435 2.835 -0.188
C -0.363 4.098 -0.653
C -1.751 3.648 -1.097
C -2.064 2.396 -0.228
N -0.664 1.816 0.117
H 2.939 1.756 3.438
H 3.287 3.397 2.783
H 1.757 3.080 3.640
H 0.784 3.946 1.711
H 2.162 3.877 0.595
H 1.034 2.404 -1.018
H -0.505 4.804 0.193
H 0.192 4.717 -1.366
H -2.513 4.451 -0.982
H -1.793 3.390 -2.157
H -2.582 2.730 0.717
H -2.659 1.597 -0.707
H -0.660 1.447 1.085
*
```

Properties
- max |F| (eV/Å) = 2.4
- gap between HOMO and LUMO (Eh) = 0.303
- electronic energy (Ha) = -1209.85344
- energy relative to the best compared isomer or geometry (same formula, charge and spin) (kcal per mole) = 43.6
- highest occupied orbital energy (eV) = -10.4
- LUMO level (hartree) = -0.0796